One molecule with the formula C4H8N2O3 at a distorted geometry. Source: OMol25; level of theory: ωB97M-V with the def2-TZVPD basis set.

Output
Gap between HOMO and LUMO: 0.346 hartree
LUMO energy: 0.53 eV
Energy relative to the best compared isomer or geometry (same formula, charge and spin): 239.72 kcal/mol
SMILES string: CC/C(=N/O)ONC=O
Electronic energy: -492.12095 Ha

Geometry as ORCA input:
```
! RIJCOSX wB97M-V def2-TZVPD def2/J DEFGRID3
* xyz 0 1
C -2.6760 -0.5163 0.0001
C -1.8376 0.8544 0.1513
C -0.4201 0.6848 0.1155
N 0.2869 1.5453 -0.5480
O 1.6738 1.5415 -0.1251
O 0.2641 -0.2926 0.9784
N 1.4086 -0.8490 0.7823
C 1.2196 -1.5259 -0.4498
O 0.0620 -1.3842 -0.9531
H -2.5136 -0.8041 -1.2108
H -1.7625 -1.2610 0.5028
H -3.7730 -0.8901 0.6108
H -1.9842 1.1944 1.2168
H -2.1555 1.6962 -0.6818
H 2.1418 1.9286 -1.1157
H 2.2996 -0.3227 1.3588
H 2.1650 -2.3147 -0.4259
*
```

Mulliken population analysis, charges in e, atoms 1 to 6:
1. C -0.765
2. C -0.191
3. C 0.590
4. N -0.515
5. O -0.426
6. O -0.318